Molecular formula: C57H59BaN12O4S2
Method: DFT, ωB97M-V/def2-TZVPD

HOMO-LUMO gap   4.60 eV
Net charge   +1
E_LUMO   -3.098 eV

```
135
Properties=species:S:1:pos:R:3:lowdin_charge:R:1
Ba -1.4377 0.4092 -0.9407 1.696
C -2.5714 2.5639 7.0694 -0.048
C -1.8752 2.4973 5.7464 -0.272
C -0.8664 3.3436 5.4088 -0.003
C -0.1632 3.2451 4.1707 -0.119
C 0.8876 4.1239 3.9454 -0.009
N 1.9026 4.0221 3.0830 0.056
C 2.4634 2.7807 2.6022 -0.181
C 3.1515 2.8911 1.2447 -0.130
C 2.1602 2.7718 0.0846 -0.184
N 2.8895 2.5943 -1.1418 0.080
C 2.5744 3.1001 -2.3262 0.011
C 1.3482 3.6734 -2.6725 -0.121
C 1.3593 4.7366 -3.6082 0.019
C 0.2513 5.5121 -3.8259 -0.268
C 0.2842 6.7395 -4.6847 -0.044
C -0.9362 5.1643 -3.1642 0.038
C -1.0596 4.0382 -2.3688 -0.134
C -2.3458 3.7732 -1.7724 -0.110
N -2.6787 2.7464 -1.1070 -0.102
C -3.9842 2.7277 -0.5186 -0.248
C -3.8901 2.9272 1.0055 -0.137
C -4.1010 1.6601 1.8405 -0.209
N -3.0826 0.6592 1.6576 0.014
C -2.1319 0.5338 2.4730 -0.144
C -1.7436 1.4522 3.5624 -0.120
C -2.2961 1.5265 4.7995 0.035
C -0.6510 2.3181 3.1593 -0.328
O -0.2145 2.2984 1.9931 -0.022
C 0.0879 3.1915 -2.1180 -0.342
O 0.0130 2.0806 -1.5535 -0.375
H -2.0850 3.2783 7.7286 0.077
H -2.5715 1.5842 7.5448 0.084
H -3.6094 2.8678 6.9294 0.086
H -0.5275 4.0859 6.1167 0.118
H 0.9022 5.0206 4.5587 0.141
H 2.5114 4.8259 3.0027 0.151
H 1.6582 2.0547 2.5068 0.075
H 3.1826 2.4230 3.3492 0.137
H 3.8683 2.0675 1.1793 0.112
H 3.7101 3.8281 1.1654 0.120
H 1.5476 3.6723 0.0020 0.143
H 1.4690 1.9369 0.2445 0.079
H 3.7701 2.1060 -1.0526 0.152
H 3.3895 3.1522 -3.0404 0.147
H 2.3007 4.9904 -4.0750 0.123
H 1.2603 6.8783 -5.1420 0.079
H 0.0662 7.6173 -4.0760 0.087
H -0.4680 6.6850 -5.4707 0.086
H -1.7958 5.8042 -3.3092 0.131
H -3.0783 4.5794 -1.9265 0.135
H -4.4480 1.7627 -0.7341 0.040
H -4.6113 3.5223 -0.9504 0.116
H -4.6627 3.6351 1.3101 0.115
H -2.9183 3.3624 1.2518 0.110
H -5.0389 1.1886 1.5320 0.122
H -4.1710 1.9675 2.8938 0.112
H -1.4282 -0.2688 2.2687 0.100
H -3.0771 0.8343 5.0806 0.137
S -4.0849 -0.7610 -1.2939 0.444
C -3.9183 -1.8163 0.0311 -0.929
N -4.9997 -2.1449 0.7013 0.050
N -5.0087 -3.1798 1.5188 0.013
C -5.8184 -3.2317 2.6378 -0.241
C -6.6811 -2.1904 2.9801 -0.027
C -7.4660 -2.2899 4.1120 -0.090
C -7.4063 -3.4210 4.9121 -0.104
C -6.5603 -4.4644 4.5658 -0.094
C -5.7697 -4.3764 3.4383 -0.044
N -2.6788 -2.1038 0.4957 -0.004
N -2.5446 -3.1645 1.2063 0.025
C -1.4833 -3.3550 2.0566 -0.270
C -0.1530 -3.1161 1.7014 -0.029
C 0.8597 -3.4760 2.5692 -0.095
C 0.5722 -4.0431 3.8005 -0.088
C -0.7478 -4.2811 4.1574 -0.082
C -1.7689 -3.9539 3.2928 -0.015
H -4.1719 -3.7835 1.5118 0.107
H -6.7135 -1.3214 2.3436 0.098
H -8.1248 -1.4774 4.3801 0.101
H -8.0120 -3.4910 5.8035 0.098
H -6.5158 -5.3517 5.1794 0.102
H -5.1184 -5.1942 3.1633 0.108
H 0.0578 -2.6935 0.7279 0.092
H 1.8905 -3.3166 2.2872 0.086
H 1.3703 -4.3025 4.4778 0.099
H -0.9796 -4.7340 5.1097 0.105
H -2.7994 -4.1303 3.5679 0.096
O -0.0576 -2.2476 -2.2444 -0.108
H -0.3189 -2.5192 -3.1272 0.027
H 0.8671 -2.5246 -2.1739 -0.013
S -2.1341 1.2679 -6.2278 1.075
C -1.7081 1.3574 -4.5500 -0.451
N -1.8374 0.2846 -3.8648 -0.034
C -2.3133 -0.7465 -4.6264 -0.327
C -2.5910 -2.0427 -4.1958 -0.054
C -3.0304 -2.9688 -5.1162 -0.060
C -3.2128 -2.6275 -6.4561 -0.075
C -2.9802 -1.3414 -6.8993 -0.087
C -2.5296 -0.4081 -5.9796 -0.458
H -1.3548 2.2836 -4.1401 0.056
H -2.4820 -2.2877 -3.1520 0.068
H -3.2454 -3.9764 -4.7955 0.110
H -3.5474 -3.3771 -7.1561 0.107
H -3.1462 -1.0625 -7.9269 0.109
C 10.3973 -2.7503 -3.4789 -0.046
C 8.9170 -2.9305 -3.3628 -0.278
C 8.3125 -4.1654 -3.5652 -0.030
C 6.9430 -4.3148 -3.4579 -0.012
C 6.1406 -3.2247 -3.1401 -0.250
N 4.7440 -3.3946 -3.0861 0.144
C 3.8335 -2.7857 -2.2829 -0.494
O 2.6391 -2.8767 -2.4983 0.062
N 4.3660 -2.1093 -1.2012 0.139
C 3.5936 -1.5629 -0.1776 -0.197
C 4.0354 -1.6155 1.1444 0.003
C 3.2247 -1.0900 2.1343 -0.061
C 2.0040 -0.5337 1.7766 -0.170
N 1.6107 -0.4270 0.5182 0.068
C 2.3838 -0.9130 -0.4365 -0.085
C 6.7359 -1.9822 -2.9364 -0.039
C 8.1064 -1.8463 -3.0441 -0.038
H 10.8705 -3.6407 -3.8824 0.078
H 10.8278 -2.5431 -2.4991 0.087
H 10.6304 -1.9064 -4.1265 0.084
H 8.9191 -5.0220 -3.8150 0.116
H 6.4858 -5.2779 -3.6248 0.117
H 4.3436 -4.0459 -3.7497 0.165
H 5.3184 -2.3535 -0.9611 0.138
H 4.9820 -2.0790 1.3856 0.122
H 3.5185 -1.1298 3.1715 0.116
H 1.3203 -0.1608 2.5263 0.112
H 2.0174 -0.7886 -1.4439 0.109
H 6.1244 -1.1164 -2.7287 0.109
H 8.5570 -0.8755 -2.8952 0.116
```

***

Molecular formula: C57H60N7O3STi
Method: DFT, ωB97M-V/def2-TZVPD

ΔE to the lowest compared entry with this formula, charge and spin   230.7 kJ/mol
HOMO-LUMO gap (alpha / beta)   4.18 / 4.49 eV
Net charge   -1
E_LUMO (alpha / beta)   1.646 / 1.810 eV

```
129
Properties=species:S:1:pos:R:3:lowdin_charge:R:1
Ti 0.4371 -0.4958 -0.2813 1.062
C -0.2343 -1.5421 3.8621 -0.043
C 0.3931 -1.1848 2.5514 -0.310
N -0.2318 -1.3614 1.3824 -0.108
N -1.4240 -2.0313 1.2928 0.100
C -1.8168 -1.9936 0.0475 -0.435
O -1.0905 -1.4208 -0.8796 -0.138
C -3.1572 -2.4873 -0.3106 -0.188
C -3.9499 -3.1963 0.5895 -0.038
C -5.2542 -3.5213 0.2575 -0.086
C -5.7826 -3.1505 -0.9732 -0.100
C -4.9851 -2.4735 -1.8868 -0.077
C -3.6802 -2.1470 -1.5577 -0.042
C 1.6804 -0.6224 2.4163 -0.277
C 2.5818 -0.4186 3.4890 -0.052
C 3.8506 0.0269 3.2362 -0.114
C 4.2323 0.3076 1.9114 -0.105
C 3.2920 0.1461 0.9162 -0.156
N 2.0550 -0.3005 1.1238 -0.043
H -1.3031 -1.6771 3.7054 0.059
H 0.1608 -2.4785 4.2674 0.064
H -0.0777 -0.7570 4.6047 0.070
H -3.5304 -3.4714 1.5482 0.115
H -5.8742 -4.0584 0.9653 0.096
H -6.8130 -3.3815 -1.2140 0.092
H -5.3846 -2.1879 -2.8523 0.099
H -3.0449 -1.6041 -2.2439 0.103
H 2.2673 -0.6542 4.4973 0.104
H 4.5610 0.1585 4.0442 0.096
H 5.2252 0.6590 1.6698 0.090
H 3.5561 0.3825 -0.1085 0.107
C -3.0009 0.8624 -4.5296 -0.056
C -2.1259 1.8406 -3.7379 -0.364
C -1.9438 3.1474 -4.5180 -0.066
C -2.7153 2.0788 -2.3531 -0.127
C -3.9626 2.6830 -2.2940 -0.058
C -4.6256 2.8637 -1.0915 -0.088
C -4.0683 2.3261 0.0513 -0.057
C -2.8227 1.7019 0.0413 -0.112
C -2.4335 0.9151 1.2907 -0.342
C -3.4961 -0.1775 1.5192 -0.061
C -2.3272 1.7308 2.5801 -0.053
C -2.0753 1.6650 -1.1543 -0.129
N -0.7333 1.2094 -1.2077 0.042
C 0.1262 2.0330 -1.8420 -0.556
O -0.0323 3.2233 -2.1540 -0.026
C 1.4003 1.3424 -2.2286 -0.148
C 2.3128 1.8959 -3.0998 0.017
C 3.3956 1.1296 -3.5308 -0.020
C 3.5271 -0.1738 -3.0625 0.013
C 2.5932 -0.6668 -2.1760 -0.158
N 1.5361 0.0749 -1.7692 0.035
C 2.6082 -2.0509 -1.6169 -0.476
O 3.4785 -2.8621 -1.9632 0.015
N 1.5784 -2.2404 -0.7793 0.034
C 1.2829 -3.5662 -0.3509 -0.136
C 0.3726 -4.3246 -1.1178 -0.128
C -0.0715 -5.5480 -0.6322 -0.042
C 0.4052 -6.0589 0.5622 -0.083
C 1.3950 -5.3727 1.2407 -0.043
C 1.8628 -4.1401 0.7929 -0.118
C 3.0704 -3.5267 1.4747 -0.349
C 3.0514 -3.6809 2.9972 -0.071
C 4.3461 -4.1669 0.9085 -0.052
C -0.0274 -3.8851 -2.5150 -0.358
C 1.0111 -4.4167 -3.5165 -0.051
C -1.4181 -4.3688 -2.9345 -0.073
H -2.5895 0.7225 -5.5323 0.074
H -4.0235 1.2325 -4.6268 0.073
H -3.0386 -0.1098 -4.0360 0.065
H -1.1487 1.3732 -3.6273 0.119
H -2.9041 3.6399 -4.6895 0.068
H -1.4842 2.9522 -5.4904 0.074
H -1.3024 3.8204 -3.9528 0.064
H -4.4283 3.0227 -3.2124 0.101
H -5.5856 3.3648 -1.0575 0.092
H -4.6262 2.3704 0.9798 0.105
H -1.4658 0.4503 1.1041 0.070
H -4.3586 0.2409 2.0451 0.083
H -3.0852 -0.9942 2.1159 0.062
H -3.8489 -0.5948 0.5756 0.073
H -3.1901 2.3888 2.7022 0.071
H -1.4333 2.3411 2.6008 0.042
H -2.2920 1.0502 3.4357 0.077
H 2.1467 2.9090 -3.4389 0.119
H 4.1093 1.5333 -4.2368 0.107
H 4.3436 -0.8164 -3.3620 0.121
H -0.7964 -6.1158 -1.2021 0.102
H 0.0392 -7.0080 0.9359 0.093
H 1.8245 -5.8123 2.1328 0.102
H 3.1024 -2.4685 1.2251 0.106
H 3.2745 -4.7092 3.2918 0.068
H 2.0789 -3.4092 3.4096 0.064
H 3.8095 -3.0368 3.4453 0.071
H 4.3536 -5.2409 1.1160 0.077
H 5.2307 -3.7184 1.3707 0.076
H 4.3959 -4.0170 -0.1690 0.060
H -0.0122 -2.7967 -2.5456 0.112
H 0.9855 -5.5103 -3.5287 0.081
H 2.0186 -4.1057 -3.2452 0.059
H 0.7879 -4.0524 -4.5236 0.076
H -1.3956 -5.4237 -3.2202 0.071
H -1.7622 -3.7998 -3.8009 0.080
H -2.1466 -4.2439 -2.1352 0.064
N 0.7108 2.0229 1.2387 -0.270
S 1.0005 3.4561 0.6634 1.051
C 2.6205 4.0411 1.2127 -0.377
C 3.2492 4.9797 0.4027 -0.082
C 4.5236 5.4169 0.7260 -0.087
C 5.1684 4.9044 1.8460 -0.091
C 4.5418 3.9504 2.6347 -0.078
C 3.2629 3.5139 2.3172 -0.095
C 0.0145 4.7186 1.5100 -0.354
C -1.1125 5.1343 0.8113 -0.072
C -2.0202 5.9824 1.4265 -0.073
C -1.8007 6.4099 2.7284 -0.089
C -0.6604 6.0041 3.4112 -0.083
C 0.2560 5.1599 2.8023 -0.073
H 0.8291 1.9645 2.2511 0.017
H 2.7284 5.3536 -0.4719 0.113
H 5.0222 6.1490 0.1036 0.100
H 6.1668 5.2423 2.0932 0.098
H 5.0536 3.5329 3.4928 0.105
H 2.7745 2.7592 2.9231 0.100
H -1.2754 4.7682 -0.1977 0.108
H -2.9092 6.2982 0.8952 0.105
H -2.5202 7.0573 3.2135 0.098
H -0.4863 6.3413 4.4255 0.100
H 1.1474 4.8509 3.3333 0.104
```

***

Molecular formula: C57H65AsHgN3O2P2SSi3
Method: DFT, ωB97M-V/def2-TZVPD

Multiplicity   2
HOMO-LUMO gap (alpha / beta)   6.65 / 7.17 eV
Net charge   0
E_LUMO (alpha / beta)   0.358 / -0.674 eV

```
135
Properties=species:S:1:pos:R:3:lowdin_spin:R:1
Hg -0.1192 -0.4383 1.3420 0.384
O 2.6609 -1.6358 4.5259 0.009
C 2.1329 -1.4284 3.4260 0.009
N 1.2297 -0.5012 3.1385 0.145
C 0.8650 0.4180 4.2028 0.008
C 0.9631 1.8479 3.7202 0.002
C 1.6855 2.8020 4.4248 0.000
C 1.8029 4.0828 3.9076 0.000
C 1.2202 4.3679 2.6863 0.000
C 0.5193 3.3572 2.0477 0.001
N 0.3723 2.1418 2.5627 0.015
C 2.6085 -2.2669 2.2490 0.002
C 3.4215 -3.3671 2.5060 0.000
C 3.9456 -4.0743 1.4392 0.000
C 3.6525 -3.6559 0.1484 0.000
C 2.8189 -2.5622 -0.0061 0.003
N 2.2958 -1.8854 1.0121 0.016
H 1.5290 0.2900 5.0593 0.003
H -0.1566 0.2196 4.5559 0.001
H 2.1503 2.5332 5.3648 0.000
H 2.3593 4.8430 4.4419 0.000
H 1.3182 5.3419 2.2261 0.000
H 0.0649 3.5140 1.0762 0.000
H 3.6341 -3.6184 3.5348 0.000
H 4.5801 -4.9355 1.6088 0.000
H 4.0573 -4.1603 -0.7194 0.000
H 2.5616 -2.2076 -1.0006 0.001
O 0.1004 1.5229 -1.5407 0.008
S 0.6947 0.1478 -1.5834 0.084
C 2.2273 0.3435 -2.5294 0.009
C 2.3776 0.0380 -3.8779 0.003
C 3.5608 0.3555 -4.5245 0.000
C 4.5877 0.9837 -3.8286 0.001
C 4.4303 1.2764 -2.4847 0.000
C 3.2536 0.9527 -1.8101 0.002
P 2.9708 1.4621 -0.0478 0.002
C 4.4176 0.7856 0.8442 0.000
C 4.4943 1.1044 2.2027 0.000
C 5.4818 0.5626 3.0086 0.000
C 6.4024 -0.3273 2.4721 0.000
C 6.3165 -0.6765 1.1334 0.000
C 5.3266 -0.1311 0.3257 0.000
C 3.3944 3.2466 -0.2982 0.000
C 2.6306 3.9295 -1.2509 0.000
C 2.8351 5.2778 -1.4898 0.000
C 3.7916 5.9786 -0.7628 0.000
C 4.5379 5.3142 0.1970 0.000
C 4.3442 3.9556 0.4258 0.000
C -0.3347 -0.7470 -2.7645 0.004
C -0.8824 0.0226 -3.7887 0.000
C -1.7259 -0.5585 -4.7160 0.000
C -2.0256 -1.9130 -4.6144 0.000
C -1.5166 -2.6569 -3.5653 0.000
C -0.6743 -2.0867 -2.6066 0.002
P -0.1117 -3.0386 -1.1286 0.044
C -1.6199 -4.0055 -0.7156 0.000
C -2.0047 -5.1875 -1.3493 0.001
C -3.1629 -5.8467 -0.9682 0.000
C -3.9460 -5.3443 0.0635 0.001
C -3.5617 -4.1828 0.7162 0.001
C -2.4062 -3.5191 0.3267 0.015
C 0.9474 -4.3178 -1.9046 0.007
C 1.3217 -5.4009 -1.1043 0.002
C 2.1808 -6.3724 -1.5870 0.000
C 2.7039 -6.2645 -2.8711 0.002
C 2.3619 -5.1803 -3.6623 0.000
C 1.4874 -4.2106 -3.1820 0.003
H 1.5913 -0.4634 -4.4237 0.000
H 3.6772 0.1171 -5.5738 0.000
H 5.5045 1.2540 -4.3364 0.000
H 5.2220 1.7836 -1.9461 0.000
H 3.7484 1.7603 2.6409 0.000
H 5.5114 0.8110 4.0616 0.000
H 7.1697 -0.7612 3.1000 0.000
H 7.0152 -1.3886 0.7123 0.000
H 5.2642 -0.4406 -0.7093 0.000
H 1.8591 3.3978 -1.7985 0.000
H 2.2464 5.7843 -2.2446 0.000
H 3.9532 7.0332 -0.9460 0.000
H 5.2821 5.8506 0.7726 0.000
H 4.9552 3.4556 1.1665 0.000
H -0.6492 1.0794 -3.8295 0.000
H -2.1507 0.0401 -5.5117 0.000
H -2.6741 -2.3837 -5.3426 0.000
H -1.7988 -3.6968 -3.4705 0.000
H -1.3881 -5.6084 -2.1348 0.000
H -3.4543 -6.7587 -1.4739 0.000
H -4.8471 -5.8636 0.3637 0.000
H -4.1562 -3.7985 1.5358 0.000
H -2.1043 -2.6083 0.8350 0.028
H 0.9343 -5.4781 -0.0941 0.000
H 2.4522 -7.2116 -0.9592 0.000
H 3.3779 -7.0223 -3.2496 0.000
H 2.7711 -5.0863 -4.6604 0.000
H 1.2246 -3.3696 -3.8118 0.000
C -3.9540 -1.1452 -1.5771 0.000
Si -4.4289 0.6074 -1.1239 0.008
C -4.0090 1.6775 -2.6138 0.000
C -6.2958 0.6561 -0.8808 0.003
As -3.0110 1.2689 0.6384 0.100
Si -3.5818 3.5748 0.5577 0.017
C -5.4023 3.8772 0.2047 0.008
C -3.2510 4.5582 2.1212 0.001
C -2.5314 4.2853 -0.8361 0.000
Si -4.0717 0.4943 2.6005 0.006
C -3.2425 -1.0879 3.1671 0.015
C -3.7781 1.7467 3.9636 0.000
C -5.9073 0.1462 2.4668 0.001
H -4.3401 -1.3968 -2.5689 0.000
H -4.3407 -1.8803 -0.8660 0.000
H -2.8670 -1.2489 -1.6014 0.000
H -4.2907 1.1399 -3.5235 0.000
H -2.9376 1.8872 -2.6601 0.000
H -4.5397 2.6311 -2.6074 0.000
H -6.7609 1.0048 -1.8069 0.000
H -6.6166 1.3190 -0.0796 0.000
H -6.6825 -0.3420 -0.6655 0.000
H -6.0266 3.4368 0.9864 0.000
H -5.7270 3.4667 -0.7520 0.000
H -5.5923 4.9547 0.1927 0.002
H -4.0554 4.4264 2.8448 0.000
H -3.2184 5.6172 1.8489 0.000
H -2.3159 4.3087 2.6163 0.000
H -1.6879 3.6302 -1.0694 0.000
H -2.1330 5.2633 -0.5538 0.000
H -3.1147 4.4090 -1.7498 0.000
H -2.1603 -0.9565 3.2552 0.017
H -3.4215 -1.9323 2.4984 0.000
H -3.6252 -1.3515 4.1571 0.001
H -2.7521 2.1218 3.9207 0.000
H -3.9266 1.2815 4.9416 0.000
H -4.4526 2.5998 3.8904 0.000
H -6.1288 -0.5584 1.6636 0.000
H -6.4806 1.0566 2.2815 0.000
H -6.2578 -0.2894 3.4067 0.000
```

***

| no. | calculated total energy (hartree) |
| --- | --- |
| 1 | -3987.2449 |
| 2 | -4064.8983 |
| 3 | -6864.4589 |